No. 1
Entry from the OMol25 dataset: C62H55AsBrF3IN2O2Ru as an isolated structure (ωB97M-V with the def2-TZVPD basis set).

Summary:
Kohn-Sham gap (spin up / spin down) in eV: 6.503 / 6.685
Expectation value of S²: 0.7603
Spin multiplicity: 2
ΔE to the lowest compared entry with this formula, charge and spin in kcal/mol: 30.7
LUMO level (spin up / spin down) in hartree: -0.0117 / -0.0041

Cartesian coordinates (Å):
1 Ru 0.10295 -0.07990 0.02508
2 I 0.19555 2.48826 1.30748
3 C -1.16638 3.18853 -0.18020
4 C -1.76562 4.39889 0.00576
5 C -2.62313 4.89871 -0.99711
6 C -2.82530 4.18143 -2.14045
7 C -2.20812 2.92298 -2.33876
8 C -2.40686 2.18542 -3.52764
9 C -1.78452 0.98454 -3.71507
10 C -0.95743 0.44750 -2.70737
11 C -0.76017 1.10761 -1.52213
12 C -1.36533 2.38012 -1.32404
13 H -1.57877 4.97187 0.90359
14 H -3.09554 5.86210 -0.85499
15 H -3.46032 4.57678 -2.92509
16 H -3.05074 2.59618 -4.29736
17 H -1.93305 0.42977 -4.63388
18 H -0.47908 -0.51299 -2.86926
19 C 0.47494 -2.56994 7.39977
20 C 1.86406 -2.21357 6.86862
21 C 2.74727 -3.46611 6.95988
22 C 2.44862 -1.10595 7.75804
23 C 1.81416 -1.72122 5.42380
24 C 0.64131 -1.60260 4.70468
25 C 0.68583 -1.12138 3.40807
26 Br -0.95959 -1.00876 2.43678
27 C 1.84050 -0.69486 2.73107
28 O 1.82560 -0.17819 1.53553
29 C 3.05594 -0.87370 3.47242
30 C 2.99515 -1.35886 4.76479
31 C 4.38854 -0.52154 2.81456
32 C 4.56246 -1.33229 1.51877
33 C 5.58363 -0.83484 3.71816
34 C 4.42112 0.98158 2.50085
35 H 0.55987 -2.94422 8.42172
36 H 0.00813 -3.34951 6.79501
37 H -0.17932 -1.69599 7.41522
38 H 2.80862 -3.81688 7.99335
39 H 3.76022 -3.26928 6.60783
40 H 2.32835 -4.26740 6.34820
41 H 2.43100 -1.40880 8.80840
42 H 1.86341 -0.19010 7.65569
43 H 3.48066 -0.87877 7.48775
44 H -0.31611 -1.88614 5.11907
45 H 3.92396 -1.47625 5.30668
46 H 4.48888 -2.40252 1.72628
47 H 5.54625 -1.12801 1.08718
48 H 3.79886 -1.06825 0.78999
49 H 5.62707 -1.89622 3.97143
50 H 5.55687 -0.24902 4.63931
51 H 6.50174 -0.57797 3.18606
52 H 3.64944 1.23745 1.77878
53 H 5.39221 1.25479 2.08073
54 H 4.25843 1.56592 3.41050
55 C 6.59166 2.36973 -0.35590
56 C 6.40988 1.12269 -0.93516
57 C 5.13747 0.69724 -1.28987
58 C 4.04340 1.52326 -1.07017
59 C 4.22502 2.76588 -0.47144
60 C 5.49729 3.19176 -0.12543
61 As 2.23129 0.95889 -1.53282
62 C 2.54584 -0.03907 -3.15876
63 C 2.95622 -1.35784 -3.26328
64 C 3.10004 -1.93556 -4.51666
65 C 2.81807 -1.19364 -5.65688
66 C 2.40064 0.12539 -5.55429
67 C 2.26425 0.71587 -4.30304
68 C 1.83381 2.10348 -4.04184
69 C 1.48912 3.04153 -5.00810
70 C 1.07255 4.30872 -4.62780
71 C 1.01118 4.65380 -3.28407
72 C 1.36528 3.72581 -2.31439
73 C 1.77215 2.45602 -2.68969
74 H 7.58525 2.69695 -0.07782
75 H 7.26011 0.47776 -1.11745
76 H 5.00116 -0.27266 -1.75131
77 H 3.37369 3.41066 -0.28507
78 H 5.63616 4.16432 0.32928
79 H 3.13486 -1.93467 -2.36679
80 H 3.41919 -2.96630 -4.60476
81 H 2.92020 -1.64705 -6.63451
82 H 2.18368 0.69039 -6.45226
83 H 1.54805 2.78834 -6.05930
84 H 0.79473 5.03116 -5.38461
85 H 0.67967 5.64200 -2.99129
86 H 1.31184 3.99908 -1.26706
87 C -6.25798 0.20557 -2.00793
88 N -5.24351 0.01245 -0.99006
89 N -4.17078 -0.83394 -1.22195
90 C -3.10028 -0.44287 -0.43164
91 O -2.03521 -1.07160 -0.40916
92 C -3.53898 0.73388 0.25269
93 C -4.81632 0.98784 -0.14233
94 C -5.69508 2.14201 0.18616
95 C -4.33018 -2.12504 -1.77848
96 C -5.47060 -2.87799 -1.52312
97 C -5.58629 -4.14901 -2.06409
98 C -4.56063 -4.67736 -2.83440
99 C -3.41640 -3.92630 -3.06675
100 C -3.29808 -2.64651 -2.54994
101 H -6.28974 -0.66688 -2.65279
102 H -6.04841 1.08589 -2.62144
103 H -7.23162 0.32341 -1.53512
104 H -2.95249 1.28865 0.96508
105 H -5.25469 2.71717 0.99616
106 H -6.68838 1.80494 0.48490
107 H -5.80769 2.79734 -0.68060
108 H -6.25444 -2.47923 -0.89157
109 H -6.47412 -4.73539 -1.86715
110 H -4.65066 -5.67322 -3.24743
111 H -2.60977 -4.33697 -3.65995
112 H -2.40927 -2.05476 -2.71718
113 F 3.91211 -8.62940 -1.84657
114 C 2.71280 -8.30216 -2.36268
115 F 2.80849 -8.50133 -3.69659
116 F 1.82589 -9.20454 -1.90669
117 C 2.31917 -6.89779 -2.02328
118 C 0.98839 -6.58031 -1.78764
119 C 0.63615 -5.28351 -1.46177
120 C 1.61054 -4.28485 -1.35953
121 C 2.94630 -4.61958 -1.60600
122 C 3.29708 -5.91515 -1.93880
123 C 1.22651 -2.95521 -1.00422
124 C 0.90329 -1.82563 -0.70279
125 H 0.23043 -7.34888 -1.85603
126 H -0.39674 -5.02447 -1.27121
127 H 3.71178 -3.86110 -1.51290
128 H 4.33188 -6.16678 -2.13024

Forces on the atoms, in the same order (eV/Å):
2.3 0.7 -1.4
-0.8 -0.1 -0.6
0.3 0.0 0.6
0.0 -0.1 0.0
0.0 0.0 0.0
-0.1 0.1 0.0
0.2 -0.1 0.1
-0.1 0.0 -0.1
0.0 0.0 0.0
0.0 0.1 -0.1
0.2 -1.1 0.9
0.1 0.1 -0.2
0.0 0.0 0.0
0.0 0.0 0.0
0.0 0.0 0.0
0.0 0.0 0.0
0.0 0.0 0.0
-0.1 0.0 0.0
0.1 0.0 0.0
0.0 0.0 0.0
-0.1 0.0 0.0
0.0 0.0 0.0
0.0 0.0 0.0
0.0 -0.1 0.0
0.0 0.2 -0.2
-0.1 -0.3 0.2
-0.1 -0.2 0.3
-0.4 0.0 -0.5
-0.1 0.0 -0.2
0.0 0.0 0.0
0.0 0.0 0.0
0.0 0.0 0.0
-0.1 0.0 -0.1
0.0 -0.1 0.0
0.0 0.0 0.0
0.0 0.0 0.0
0.0 0.0 0.0
0.0 0.0 0.0
0.0 0.0 0.0
0.0 0.0 0.0
0.0 0.0 0.0
0.0 0.0 0.0
0.0 0.0 0.0
0.0 0.0 0.0
0.0 0.0 0.0
0.0 0.0 0.0
0.0 0.0 0.0
0.0 -0.1 0.0
0.0 0.0 0.0
0.0 0.0 0.0
0.0 0.0 0.0
0.0 0.0 0.0
0.0 0.0 0.0
0.0 0.0 0.0
0.0 0.0 0.0
0.0 0.0 0.0
-0.1 0.0 -0.1
-0.1 -0.1 0.3
0.0 0.0 -0.1
0.0 0.0 0.0
-0.6 -0.2 0.1
0.0 -0.1 0.0
0.0 0.0 0.1
0.0 0.0 0.0
0.0 0.0 0.0
0.0 0.0 0.0
0.0 0.0 0.1
0.0 0.0 0.1
0.0 0.0 0.0
0.0 0.0 0.0
0.0 0.0 0.0
0.1 0.0 0.1
-0.1 0.1 0.0
0.0 0.0 0.0
0.0 0.0 0.0
0.0 0.0 0.0
0.0 0.0 0.0
0.0 0.0 0.0
0.0 0.0 -0.1
0.0 0.0 0.0
0.0 0.0 0.0
0.0 0.0 0.0
0.0 0.0 0.0
0.0 0.0 0.0
0.0 0.0 0.0
0.0 0.0 0.0
0.0 0.2 -0.2
-0.2 -0.2 0.3
0.2 0.2 -0.1
-0.2 0.3 -0.1
0.7 -0.2 0.3
0.0 0.0 0.0
0.1 -0.1 0.0
0.0 -0.1 -0.1
0.0 -0.2 0.0
0.0 0.0 0.0
0.0 0.0 0.0
0.0 0.0 0.0
0.0 0.0 0.0
0.0 0.1 0.0
0.0 0.0 0.0
0.0 0.0 0.0
0.0 0.0 0.0
0.0 0.0 0.0
0.0 0.0 0.0
0.0 0.0 0.0
0.0 0.0 0.0
0.0 0.0 0.0
0.0 0.0 0.0
0.0 0.0 0.0
0.0 0.0 0.0
0.0 0.0 0.0
0.0 0.0 0.0
0.0 0.0 -0.1
0.0 0.0 0.0
0.0 0.0 0.0
0.0 0.0 0.1
0.0 0.0 0.0
0.0 0.0 0.0
0.0 0.0 0.0
0.0 0.0 0.0
0.0 0.0 -0.1
0.1 0.1 0.0
-1.4 0.8 0.4
0.0 0.0 0.0
0.0 0.0 0.0
0.0 0.0 0.0
0.0 0.0 0.1


No. 2
Entry from the OMol25 dataset: a 2-piece molecular cluster, CH2S2 overall (ωB97M-V with the def2-TZVPD basis set).

Summary:
Kohn-Sham gap in eV: 8.630
ΔE to the lowest compared entry with this formula, charge and spin in kcal/mol: 49.5
LUMO level in hartree: -0.0291

Cartesian coordinates (Å):
1 C -0.72347 1.47084 0.41591
2 S -1.48473 1.52053 -0.90248
3 S 0.83553 -1.33648 0.53553
4 H 0.22896 -0.05319 0.69726
5 H 1.14371 -1.60169 -0.74622

Forces on the atoms, in the same order (eV/Å):
-0.4 0.3 -0.3
0.0 0.2 0.2
-0.2 0.0 1.3
1.0 -1.4 -1.0
-0.4 1.0 -0.1


No. 3
Entry from the OMol25 dataset: C3H5Cl3NOP as an isolated structure (ωB97M-V with the def2-TZVPD basis set).

Summary:
Kohn-Sham gap in eV: 7.951
ΔE to the lowest compared entry with this formula, charge and spin in kcal/mol: 25.6
LUMO level in hartree: -0.0434

Cartesian coordinates (Å):
1 C -1.66933 0.71027 0.59156
2 C -0.06850 -1.12919 1.13320
3 C 0.25027 0.46366 -0.63214
4 N -0.52559 0.02228 0.40171
5 O -2.11015 1.56865 -0.15631
6 P -0.22608 1.84512 -1.62015
7 Cl -2.54627 0.47105 2.00377
8 Cl 1.88089 1.89485 0.30023
9 Cl 1.24394 -0.82274 -1.29348
10 H -0.38535 -1.92831 0.51383
11 H 0.98707 -0.97564 1.15261
12 H -0.60970 -0.96478 1.98522
13 H -1.00700 0.87750 -2.49926
14 H 0.88687 1.91094 -2.50450

Forces on the atoms, in the same order (eV/Å):
-1.7 2.6 -1.1
-0.1 1.2 -1.6
2.2 -0.5 0.8
0.8 1.0 -2.1
0.6 -1.5 0.6
-1.2 0.9 -2.8
-0.6 -0.8 1.7
-0.8 -1.1 -0.2
-0.1 0.6 -0.2
0.0 -1.5 0.2
0.7 -0.6 0.9
-0.6 -0.9 2.9
0.6 1.2 0.7
0.1 -0.7 0.3